i | {
  "formula": "C3H5NS2",
  "method": "the ωB97M-V functional and the def2-TZVPD basis",
  "elements": ["C", "C", "C", "N", "S", "S", "H", "H", "H", "H", "H"],
  "coordinates": [[0.4360, 0.9106, 0.8297], [1.1025, -0.2949, 0.3778], [0.2780, -0.2144, -0.8663], [-2.5462, 0.4094, -0.6476], [-2.8990, -0.6390, 0.3842], [-0.6975, 1.3376, -0.4456], [0.2567, 1.0246, 1.8879], [2.2187, -0.2269, 0.1425], [1.0945, -1.1196, 1.1715], [0.9963, -0.0858, -1.7066], [-0.2399, -1.1018, -1.1274]],
  "total_charge": 0,
  "homo_ev": [-7.25, -7.34],
  "homo_lumo_gap_ev": [7.1, 6.2],
  "spin_multiplicity": 1
}

ii | {
  "formula": "C3H5NS2",
  "method": "the ωB97M-V functional and the def2-TZVPD basis",
  "elements": ["C", "C", "C", "H", "H", "H", "H", "H", "N", "S", "S"],
  "coordinates": [[-0.5349, 0.8929, -0.1466], [1.0510, 0.7839, -0.0242], [0.8378, -0.6827, -0.1271], [-1.9805, -1.8404, 1.1391], [-0.8188, 1.3165, -1.1137], [-1.1307, 1.3778, 0.6607], [1.5764, 1.2439, -0.8290], [1.5645, 1.2165, 0.8934], [-0.5113, -0.5860, -0.1754], [-1.8002, -1.6894, -0.1608], [1.7466, -2.0331, -0.1164]],
  "smiles": "S=C1CCN1S",
  "total_charge": 0,
  "homo_ev": -8.47,
  "homo_lumo_gap_ev": 9.1,
  "spin_multiplicity": 1
}

ii comes first in stability; the runner-up is 4.178 eV higher.

i | {
  "formula": "C6H13N3",
  "method": "the ωB97M-V functional and the def2-TZVPD basis",
  "elements": ["C", "C", "C", "C", "C", "C", "H", "H", "H", "H", "H", "H", "H", "H", "H", "H", "H", "H", "H", "N", "N", "N"],
  "coordinates": [[2.9153, -1.1502, -0.6065], [2.0359, -0.5589, 0.6551], [2.6201, 1.1022, 0.6135], [0.1845, 0.2135, -0.5697], [-1.2094, 0.6524, -0.4004], [-2.0478, -0.2332, 0.1953], [2.6039, -0.5559, -1.4623], [2.6036, -1.9510, -1.0668], [3.9426, -1.4202, -0.4426], [2.2177, -1.1378, 1.6751], [2.1610, 1.4870, 1.6137], [3.8066, 0.9588, 0.7289], [2.1352, 1.7162, -0.2861], [0.6710, 1.0489, -1.3023], [-1.6164, 1.4101, -1.0694], [-2.0016, -1.0817, 0.7789], [-3.3598, 1.5492, -0.2741], [-5.4982, -0.4690, -0.6866], [-4.8901, -0.3291, 1.3951], [0.6900, -0.6003, 0.3447], [-3.4250, 0.0320, -0.2877], [-4.5390, -0.6829, 0.4544]],
  "total_charge": 0,
  "homo_ev": -7.81,
  "homo_lumo_gap_ev": 7.8,
  "spin_multiplicity": 1
}

ii | {
  "formula": "C6H13N3",
  "method": "the ωB97M-V functional and the def2-TZVPD basis",
  "elements": ["C", "C", "C", "C", "N", "H", "H", "H", "H", "H", "H", "H", "H", "H", "C", "C", "N", "N", "H", "H", "H", "H"],
  "coordinates": [[1.0382, -0.0803, -0.6080], [1.9874, 0.5021, -1.6580], [0.7149, -1.5401, -0.8974], [-0.3273, 0.7891, -0.7025], [-0.4799, 1.9954, -0.3694], [1.5294, 0.0051, 0.3673], [0.1614, 2.3219, 0.3553], [-0.9613, 0.4162, -1.5016], [0.2623, -1.6407, -1.8846], [2.9292, -0.0456, -1.6625], [2.2088, 1.5461, -1.4435], [1.5411, 0.4442, -2.6495], [1.6184, -2.1487, -0.8772], [0.0059, -1.9384, -0.1751], [-2.9861, -0.1506, 0.9248], [-0.0624, 0.0262, 2.4874], [-1.7318, -0.3103, 0.9804], [-1.0093, -0.6633, 1.9883], [-3.4409, -0.1016, -0.0501], [0.0326, 1.1022, 2.3641], [0.5804, -0.4671, 3.2010], [-3.6109, -0.0617, 1.8108]],
  "smiles": "[H]/N=C\\C(C)C.C=NN=C",
  "total_charge": 0,
  "homo_ev": -9.15,
  "homo_lumo_gap_ev": 9.9,
  "spin_multiplicity": 1
}

ii comes first in stability; the runner-up is 7.539 eV higher.

i | {
  "formula": "C6H13N3",
  "method": "the ωB97M-V functional and the def2-TZVPD basis",
  "elements": ["C", "C", "C", "C", "C", "C", "H", "H", "H", "H", "H", "H", "H", "H", "H", "H", "H", "H", "H", "N", "N", "N"],
  "coordinates": [[2.4977, 1.9263, -0.7901], [0.8518, -0.0457, -0.2186], [-1.4620, -0.9540, -0.3041], [-2.0188, 0.5184, 0.1012], [-2.2846, -1.9524, -0.2803], [0.7996, -0.7006, 2.0533], [1.5508, 2.3531, 0.3635], [2.6134, 2.9192, -1.7084], [3.2428, 1.2498, -0.4668], [1.0239, 0.7275, -2.1494], [0.3120, -1.2146, -1.8713], [-2.6945, 0.3388, 1.1310], [-2.8102, 0.9219, -0.9794], [-0.9489, 1.5712, 0.2893], [-3.2608, -1.6405, -0.0316], [-2.1126, -2.9033, -0.6997], [0.6448, -1.8460, 1.5635], [1.8356, -0.7516, 2.5366], [-0.3403, -0.7851, 2.6143], [1.5001, 0.6725, -1.2103], [-0.1181, -0.7553, -0.9541], [1.1784, 0.3503, 1.0116]],
  "total_charge": 0,
  "homo_ev": -8.40,
  "homo_lumo_gap_ev": 9.1,
  "spin_multiplicity": 1
}

ii | {
  "formula": "C6H13N3",
  "method": "the ωB97M-V functional and the def2-TZVPD basis",
  "elements": ["C", "C", "C", "C", "C", "N", "H", "H", "H", "H", "H", "H", "H", "H", "H", "N", "C", "N", "H", "H", "H", "H"],
  "coordinates": [[0.6781, 0.5538, -0.3531], [1.8986, -0.1132, 0.2869], [1.0729, 1.4964, -1.4921], [-0.1664, 1.2472, 0.6586], [-0.0843, -0.6613, -1.1238], [-0.0073, -1.2838, -2.1068], [-1.3014, 1.0668, 0.4041], [1.5808, -0.8165, 1.0559], [2.5409, 0.6493, 0.7340], [2.4702, -0.6601, -0.4629], [1.7115, 2.2935, -1.1094], [0.1908, 1.9440, -1.9492], [1.6122, 0.9506, -2.2635], [0.0585, 2.3061, 0.7641], [-0.1881, 0.7541, 1.6254], [-0.7880, -2.0650, 1.0655], [-2.3564, -0.4763, 0.5048], [-1.4627, -1.3354, 0.0987], [-1.3907, -2.4064, 1.8128], [-0.2797, -2.8132, 0.6092], [-3.0018, -0.0753, -0.2617], [-2.7878, -0.5551, 1.5024]],
  "total_charge": 0,
  "homo_ev": [-8.55, -8.55],
  "homo_lumo_gap_ev": [9.0, 9.0],
  "spin_multiplicity": 1
}

ii comes first in stability; the runner-up is 6.636 eV higher.